No. 1
{
  "formula": "C12H11N5ORhS2",
  "method": "ωB97M-V with the def2-TZVPD basis set",
  "homo_lumo_gap_ha": [0.2333, 0.2461],
  "lumo_energy_ev": [-0.3, -0.6],
  "spin_multiplicity": 2,
  "homo_energy_ev": [-6.6923, -7.2817],
  "de_lowest_kcal_mol": 0.0,
  "symbols": ["Rh", "N", "C", "S", "N", "N", "C", "C", "C", "C", "C", "C", "N", "H", "H", "H", "H", "H", "H", "H", "O", "N", "C", "C", "C", "C", "C", "S", "H", "H", "H", "H"],
  "positions_angstrom": [[0.50, -0.20, 0.88], [1.51, -2.92, 4.08], [1.04, -2.04, 3.18], [1.96, -1.77, 1.73], [-0.08, -1.42, 3.50], [-0.47, -0.53, 2.57], [-1.51, 0.21, 2.79], [-1.88, 1.14, 1.74], [-3.02, 1.93, 1.80], [-3.31, 2.76, 0.73], [-2.47, 2.77, -0.37], [-1.35, 1.95, -0.36], [-1.06, 1.17, 0.67], [2.26, -3.53, 3.81], [0.92, -3.19, 4.84], [-2.06, 0.11, 3.71], [-3.66, 1.89, 2.67], [-4.19, 3.39, 0.75], [-2.67, 3.40, -1.23], [-0.65, 1.92, -1.19], [1.65, 0.58, -0.67], [1.66, -0.04, -1.86], [2.57, 0.41, -2.75], [2.65, -0.11, -4.01], [1.77, -1.14, -4.36], [0.86, -1.59, -3.44], [0.79, -1.04, -2.14], [-0.33, -1.59, -0.97], [3.19, 1.20, -2.37], [3.39, 0.27, -4.70], [1.81, -1.59, -5.34], [0.17, -2.39, -3.67]]
}

No. 2
{
  "formula": "C2H5N3O2",
  "method": "ωB97M-V with the def2-TZVPD basis set",
  "homo_lumo_gap_ha": [0.3257, 0.3263],
  "lumo_energy_ev": [-0.9, -0.4],
  "spin_multiplicity": 1,
  "homo_energy_ev": [-9.7873, -9.2503],
  "de_lowest_kcal_mol": 228.0,
  "symbols": ["C", "C", "N", "N", "N", "O", "O", "H", "H", "H", "H", "H"],
  "positions_angstrom": [[1.18, -0.69, -1.00], [0.32, 0.11, -1.88], [-0.44, 0.49, 1.88], [0.73, 0.62, -0.58], [-1.09, 0.24, 0.94], [-2.07, 0.08, 0.31], [-1.22, 0.56, 3.19], [0.88, -1.53, -0.39], [2.17, -0.73, -1.31], [0.88, 0.52, -2.77], [-0.74, 0.17, -2.19], [-0.62, 0.16, 3.81]]
}

No. 3
{
  "formula": "C10H14NO",
  "method": "ωB97M-V with the def2-TZVPD basis set",
  "homo_lumo_gap_ha": 0.3781,
  "lumo_energy_ev": -2.6,
  "spin_multiplicity": 1,
  "homo_energy_ev": -12.8962,
  "de_lowest_kcal_mol": 87.3,
  "charge": 1,
  "smiles": "C=C[N+](C)(C)c1ccccc1O",
  "symbols": ["C", "C", "C", "C", "C", "C", "C", "C", "C", "C", "N", "O", "H", "H", "H", "H", "H", "H", "H", "H", "H", "H", "H", "H", "H", "H"],
  "positions_angstrom": [[-2.19, -1.62, -0.22], [-3.11, -0.57, 0.04], [-0.89, -1.43, -0.47], [-2.53, 0.67, 0.19], [-0.42, -0.18, -0.17], [-1.20, 0.92, 0.14], [1.73, -0.49, 0.97], [1.29, -0.10, 2.14], [1.52, -0.76, -1.49], [1.77, 1.38, -0.35], [1.11, 0.03, -0.27], [-0.74, 2.17, 0.21], [-2.57, -2.55, -0.70], [-4.13, -0.60, 0.20], [-0.32, -2.33, -0.70], [-3.25, 1.39, 0.39], [2.44, -1.25, 0.99], [0.40, 0.53, 2.20], [-1.46, 2.79, 0.24], [1.64, -0.47, 3.11], [2.40, -0.18, -2.03], [2.03, -1.67, -1.35], [0.66, -0.82, -2.14], [1.92, 1.80, -1.28], [1.15, 2.07, 0.22], [2.75, 1.27, 0.13]]
}

No. 4
{
  "formula": "C6H10",
  "method": "ωB97M-V with the def2-TZVPD basis set",
  "homo_lumo_gap_ha": [0.2476, 0.3009],
  "lumo_energy_ev": [-0.2, 0.8],
  "spin_multiplicity": 1,
  "homo_energy_ev": [-6.9360, -7.3714],
  "de_lowest_kcal_mol": 99.3,
  "symbols": ["C", "C", "C", "C", "C", "C", "H", "H", "H", "H", "H", "H", "H", "H", "H", "H"],
  "positions_angstrom": [[-0.30, 1.85, 0.11], [-0.91, 0.33, -0.24], [-0.11, 0.38, -1.43], [1.33, -1.90, 0.08], [0.33, -1.55, 0.94], [-0.66, -0.55, 0.87], [0.74, 1.78, 0.41], [-0.90, 2.14, 0.98], [-0.43, 2.62, -0.65], [-1.98, 0.54, -0.40], [-0.50, 0.88, -2.31], [0.96, 0.24, -1.37], [1.62, -1.33, -0.79], [1.90, -2.81, 0.26], [0.24, -2.19, 1.82], [-1.32, -0.43, 1.73]]
}